20
Properties=species:S:1:pos:R:3:forces:R:3:lowdin_charge:R:1 method="wB97M-V/def2-TZVPD" de_lowest_kj_mol=110.6 total_energy_ha=-382.4604 charge=0 homo_lumo_gap_ev=10.04
C 1.887985 -0.434052 -1.972140 0.5 -0.1 -0.4 -0.0160
C 0.949844 0.189679 -0.971947 -0.4 -0.2 0.2 -0.5094
O 0.821450 1.397620 -0.875763 0.0 0.0 -0.1 0.0472
N 0.233542 -0.686152 -0.194147 0.0 -0.1 0.0 -0.1132
C 0.191785 -2.113063 -0.496758 -0.7 0.2 0.8 -0.0658
C -1.018552 -0.244995 0.483210 1.6 -0.3 0.1 -0.1475
C -0.819681 0.878271 1.496985 -0.9 0.2 -0.6 -0.2587
N -2.106353 1.153090 2.153216 0.2 -0.5 0.2 -0.0098
H 2.459782 0.345408 -2.468077 -0.1 0.2 0.1 0.0814
H 2.614468 -1.102380 -1.497230 -0.2 0.0 -0.1 0.0845
H 1.321237 -0.981591 -2.742066 0.2 0.1 0.3 0.0927
H 1.041332 -2.471034 -1.051901 0.1 0.0 -0.2 0.0682
H -0.760075 -2.348751 -0.979186 0.1 -0.1 -0.5 0.0942
H 0.126830 -2.653032 0.447447 0.3 -0.1 0.1 0.0863
H -1.703940 -0.026071 -0.321379 -0.7 0.4 0.1 0.1278
H -1.324051 -1.122960 1.038668 -0.5 -0.2 0.0 0.1063
H -0.029979 0.596073 2.194204 0.2 0.1 -0.1 0.1155
H -0.556939 1.755933 0.918827 0.4 0.1 0.3 0.0957
H -2.205715 0.658767 3.038366 0.0 0.3 -0.3 0.0656
H -2.224060 2.139248 2.307904 0.0 0.1 0.2 0.0549

***

25
Properties=species:S:1:pos:R:3:forces:R:3:lowdin_charge:R:1 method="wB97M-V/def2-TZVPD" de_lowest_kj_mol=0.0 total_energy_ha=-954.4032 charge=-1 homo_lumo_gap_ev=7.37
C -2.201857 -1.770391 0.415981 -1.1 -2.0 1.7 -0.1439
O -2.351992 -0.600179 -0.314988 0.4 -0.5 -1.2 -0.1067
C -1.342839 0.315399 -0.207739 -1.0 1.8 0.1 -0.3267
C -0.314773 0.343313 0.594680 2.2 -3.2 1.6 -0.0883
C 0.785531 1.317514 0.575740 -1.1 0.8 -1.6 -0.2924
P 2.372308 0.722414 -0.241796 -1.5 -0.8 0.4 0.2781
O 2.276201 1.018941 -1.676000 0.0 0.3 -1.5 -0.3344
O 3.450600 1.201878 0.631454 0.9 0.1 0.6 -0.3367
O 2.244333 -0.934668 -0.050929 1.2 0.7 2.1 -0.2956
C 1.473697 -1.743428 -0.843295 -0.6 2.8 -3.8 -0.1977
C 0.293038 2.731623 0.045443 3.7 0.1 0.9 -0.1753
C -0.882368 2.707983 -0.808991 -2.6 -3.7 0.8 -0.0802
C -1.651100 1.566552 -0.887958 2.5 1.6 0.3 -0.0010
H -2.287269 -1.406991 1.502910 0.4 -1.3 -1.1 0.1102
H -1.301075 -2.479727 0.256133 -0.9 1.8 0.1 0.0989
H -3.084047 -2.482709 0.164841 1.1 1.5 0.5 0.1013
H 0.021938 -0.559199 1.173203 -0.9 0.7 -0.4 0.1264
H 1.163632 1.336164 1.547359 0.4 0.7 1.9 0.0766
H 1.963750 -2.683598 -1.075784 -0.3 -0.4 0.5 0.0711
H 1.455435 -1.124889 -1.852013 -0.2 -1.6 1.1 0.1076
H 0.418352 -1.691710 -0.552049 0.3 -1.0 0.2 0.0310
H 0.370891 3.484141 0.910378 -0.7 -0.7 -1.4 0.1289
H 1.140162 2.965985 -0.648692 -0.5 0.5 0.5 0.1021
H -1.226806 3.527635 -1.359332 -0.2 1.4 -0.6 0.0744
H -2.473288 1.471262 -1.498357 -1.9 0.4 -1.5 0.0722

***

24
Properties=species:S:1:pos:R:3:forces:R:3:lowdin_charge:R:1 method="wB97M-V/def2-TZVPD" de_lowest_kj_mol=521.4 total_energy_ha=-492.5643 charge=+2 homo_lumo_gap_ev="5.46 / 6.54"
H 2.018130 -1.849996 4.605328 0.4 0.1 0.2 0.0678
C 2.316250 -0.807515 4.447502 0.0 -1.2 2.0 0.0576
H 3.223674 -0.444334 4.936901 0.0 -0.3 0.0 0.0697
H 1.477385 -0.179114 4.760847 0.2 0.1 -0.8 0.0743
H 3.087320 -1.155620 3.238506 -2.2 1.5 0.0 0.2348
C 4.506716 3.466131 -0.942417 0.4 0.9 0.0 -0.0331
O 3.702834 2.333447 -0.636916 0.7 1.0 0.0 -0.5593
C 3.532097 2.037339 0.766760 -0.5 -0.4 1.4 -0.1687
C 2.811797 0.708800 0.899390 1.9 3.4 -1.6 -0.2408
O 1.434235 0.981931 0.555631 1.7 -1.0 -1.5 -0.1823
C 0.497419 0.130997 1.170228 -0.8 -0.8 1.2 -0.1477
C 1.306822 -1.018821 1.742687 -0.1 0.6 1.0 -0.1506
O 2.324808 -0.359499 2.560601 0.7 -0.8 0.1 -0.2635
H 4.731450 3.479605 -2.012699 -0.1 -0.1 0.0 0.1027
H 3.930835 4.368680 -0.698085 0.5 -0.1 0.1 0.1227
H 5.461255 3.368888 -0.407781 -0.3 0.4 0.0 0.1201
H 2.945927 2.852492 1.214812 0.4 0.0 -0.1 0.1555
H 4.546775 1.949535 1.180016 -0.3 0.2 0.1 0.1489
H 3.613875 -0.009806 1.134962 -1.6 -1.0 -1.1 0.1417
H -0.287240 -0.282238 0.525777 0.4 0.3 -0.4 0.1439
H -0.013080 0.769006 1.906071 0.1 -0.5 0.2 0.1556
H 1.844669 -1.515081 0.925019 -0.4 -0.4 0.2 0.1289
H 0.695369 -1.679482 2.364043 0.2 -0.1 -0.3 0.1490
Sr 2.735618 0.888791 -1.861591 -1.4 -1.6 -0.7 1.8727

***

18
Properties=species:S:1:pos:R:3:forces:R:3:lowdin_charge:R:1 method="wB97M-V/def2-TZVPD" multiplicity=2 de_lowest_kj_mol=127.3 total_energy_ha=-343.6502 charge=0 homo_lumo_gap_ev="8.93 / 6.18" s_squared=0.7547
C 0.842196 -0.834827 0.151675 -0.3 0.2 0.4 -0.0468
C 0.753583 -0.328943 1.570514 -0.1 -0.2 -0.2 -0.4793
C -0.063584 0.639583 1.979321 0.3 0.2 0.2 0.0140
N 1.499977 -1.097724 2.464613 0.3 -0.1 0.0 0.0670
H 0.115489 -1.639450 0.054125 0.1 -0.2 -0.2 0.0879
H 1.839446 -1.211755 -0.069415 0.0 -0.1 0.0 0.0766
H 0.602168 -0.057158 -0.567811 0.1 -0.1 0.1 0.0318
H 0.013728 0.972976 3.006905 -0.3 0.0 0.1 0.0464
H -0.753489 1.157597 1.334765 0.1 0.0 -0.2 0.0325
H 2.414105 -1.351301 2.120529 0.0 -0.1 0.1 0.0781
H 1.534689 -0.756594 3.412932 0.0 0.1 0.0 0.0816
N -0.950175 -0.042647 -2.747928 0.1 0.4 0.1 0.0127
C -1.426362 0.910349 -1.726312 0.4 -1.2 -0.8 -0.4217
O -0.449399 1.599613 -1.134389 -0.3 0.4 -0.1 0.0094
H -0.194012 0.398876 -3.261873 0.0 -0.1 0.0 0.0706
H -1.685847 -0.251151 -3.413328 0.0 -0.1 0.0 0.0631
H -2.146400 1.604544 -2.194063 -0.1 0.3 0.4 0.1406
H -1.946113 0.288011 -0.980260 -0.3 0.4 0.2 0.1358